Entry 1:
Below is a structure of composition C16H32NO3 in a non-equilibrium geometry, with properties calculated with wB97M-V/def2-TZVPD.

Summary:
E_HOMO: -12.24 eV

The geometry in ORCA input format:
```
! wB97M-V def2-TZVPD RIJCOSX def2/J DEFGRID3
* xyz 1 1
C -2.835 -3.550 1.681
H -2.577 -2.723 2.269
C -1.881 -3.325 0.308
C -2.371 -2.244 -0.552
H -1.867 -2.448 -1.630
C -2.154 -0.964 0.192
H -2.764 -0.894 1.227
H -1.056 -0.862 0.274
C -2.440 0.354 -0.859
C -1.601 1.534 -0.283
O -2.010 2.155 1.064
C -0.966 1.770 1.775
H -0.931 0.495 2.219
H -0.805 2.518 2.699
C 0.330 1.719 0.783
O -0.297 1.345 -0.204
H 0.742 2.610 0.912
C 1.440 0.733 1.394
H 2.102 1.347 2.096
H 1.022 -0.118 1.758
N 2.433 0.487 0.153
C 2.727 1.835 -0.296
H 3.150 2.603 0.331
H 3.601 1.620 -0.971
H 1.984 2.277 -1.253
C 3.761 -0.095 0.884
H 4.187 0.449 1.505
H 3.368 -0.769 1.504
C 4.589 -0.737 -0.013
O 4.079 -1.670 -0.893
C 2.996 -0.934 -1.726
H 2.514 -1.866 -2.407
C 1.953 -0.469 -0.694
H 1.070 -0.180 -1.275
H 1.514 -1.420 -0.128
H 3.395 -0.059 -2.314
H 5.474 -1.238 0.242
H 5.148 0.114 -0.446
H -1.913 2.477 -0.904
H -2.122 0.246 -1.674
C -3.807 0.562 -0.675
C -4.418 1.519 -1.828
H -4.095 0.878 -2.946
H -5.405 1.455 -2.055
H -3.911 2.486 -2.145
H -4.015 1.116 0.057
H -4.356 -0.410 -0.807
H -3.361 -2.413 -0.705
H -0.956 -3.256 0.506
H -2.294 -4.253 -0.215
H -2.601 -4.415 2.078
H -3.917 -3.550 1.289
*
```

For reference, the Mulliken charges in units of e are: C -1.211; H 0.317; C -1.005; C -0.322; H 0.216; C -0.269; H 0.051; H 0.006; C -0.882; C -0.096; O -0.396; C -0.357; H 0.114; H 0.326; C -0.202; O -0.299; H 1.080; C -1.256; H 0.304; H 0.706; N 0.195; C -0.902; H 0.373; H 0.620; H 0.118; C -1.277; H 0.987; H 0.586; C -0.766; O -0.385; C -0.429; H 0.329; C -0.022; H 0.084; H 0.058; H 0.307; H 0.587; H 0.345; H 0.021; H 1.677; C -1.014; C -1.217; H 0.185; H 0.487; H 0.249; H 0.603; H 0.250; H 0.415; H 0.576; H 0.352; H 0.538; H 0.246

Entry 2:
Below is a structure of composition C36H27Cl2NP2PtSTe, with properties calculated with wB97M-V/def2-TZVPD.

Summary:
E_HOMO (alpha / beta): -13.00 / -13.00 eV

The geometry in ORCA input format:
```
! wB97M-V def2-TZVPD RIJCOSX def2/J DEFGRID3
* xyz 2 1
Pt 0.937 0.043 1.481
Te 0.199 -2.553 -2.033
C -1.884 -2.766 -2.138
C -2.545 -3.784 -1.475
C -3.923 -3.872 -1.647
N -4.622 -3.044 -2.413
C -3.968 -2.092 -3.068
C -2.593 -1.908 -2.972
C 0.287 -0.818 -1.056
P -0.836 -0.010 0.113
C -2.199 -1.024 0.645
C -3.515 -0.682 0.334
C -4.553 -1.453 0.832
C -4.280 -2.545 1.645
C -2.968 -2.878 1.966
C -1.925 -2.119 1.470
C -1.381 1.532 -0.595
C -1.194 2.715 0.115
C -1.630 3.910 -0.437
C -2.244 3.916 -1.682
C -2.432 2.732 -2.386
C -1.998 1.534 -1.847
P 1.876 -0.072 -0.618
C 1.984 1.516 -1.436
C 2.650 2.543 -0.767
C 2.772 3.783 -1.370
C 2.219 4.000 -2.626
C 1.548 2.980 -3.288
C 1.430 1.733 -2.698
C 3.158 -1.187 -1.172
C 3.608 -1.148 -2.495
C 4.549 -2.072 -2.920
C 5.046 -3.015 -2.028
C 4.608 -3.045 -0.710
C 3.662 -2.131 -0.277
H -2.034 -4.492 -0.838
H -4.482 -4.651 -1.142
H -4.563 -1.448 -3.704
H -2.112 -1.125 -3.544
H -3.731 0.181 -0.282
H -5.576 -1.192 0.597
H -5.096 -3.132 2.045
H -2.764 -3.716 2.619
H -0.903 -2.352 1.750
H -0.717 2.698 1.088
H -1.494 4.835 0.106
H -2.584 4.851 -2.107
H -2.919 2.747 -3.352
H -2.149 0.607 -2.390
H 3.066 2.376 0.220
H 3.293 4.582 -0.860
H 2.312 4.972 -3.092
H 1.120 3.157 -4.265
H 0.907 0.938 -3.216
H 3.243 -0.390 -3.179
H 4.907 -2.047 -3.940
H 5.790 -3.727 -2.362
H 5.010 -3.775 -0.021
H 3.312 -2.152 0.750
Cl 2.809 0.189 2.933
C 2.097 0.745 4.463
C 2.984 1.088 5.462
C 2.456 1.519 6.668
C 1.082 1.588 6.839
C 0.228 1.230 5.809
Cl -1.474 1.319 6.061
C 0.717 0.793 4.571
S -0.410 0.312 3.315
H 4.051 1.027 5.303
H 3.118 1.803 7.473
H 0.660 1.923 7.775
*
```

For reference, the Mulliken charges in units of e are: Pt 2.091; Te 0.786; C 0.152; C -0.323; C -0.511; N -0.502; C -0.645; C -0.182; C -0.411; P -0.742; C 1.324; C -0.498; C -0.808; C -0.660; C -0.802; C -0.530; C 1.033; C -0.541; C -0.672; C -0.761; C -0.660; C -0.076; P -0.757; C 0.783; C -0.451; C -0.769; C -0.648; C -0.857; C 0.186; C 0.735; C -0.017; C -0.824; C -0.478; C -0.780; C -0.335; H 0.423; H 0.431; H 0.404; H 0.696; H 0.469; H 0.473; H 0.461; H 0.502; H 0.376; H 0.395; H 0.493; H 0.444; H 0.486; H 0.041; H 0.447; H 0.471; H 0.453; H 0.452; H 0.381; H 0.378; H 0.463; H 0.432; H 0.443; H 0.363; Cl -0.226; C 1.093; C -0.898; C -0.388; C -0.788; C 0.137; Cl -0.184; C 0.039; S -0.298; H 0.440; H 0.399; H 0.449

Entry 3:
Below is a structure of composition C60H59CdClN8O3PS2, with properties calculated with wB97M-V/def2-TZVPD.

Summary:
E_HOMO: -10.03 eV

The geometry in ORCA input format:
```
! wB97M-V def2-TZVPD RIJCOSX def2/J DEFGRID3
* xyz 1 1
Cd -0.050 0.248 0.065
O 0.199 -2.690 -2.980
C 0.398 -1.804 -2.142
N -0.263 -1.595 -1.018
C -1.336 -2.497 -0.725
C -1.884 -2.292 0.668
C -2.854 -3.171 1.150
C -3.309 -3.037 2.444
C -2.775 -2.034 3.245
C -1.841 -1.190 2.687
N -1.416 -1.300 1.424
C 1.553 -0.839 -2.379
C 2.452 -1.120 -3.399
C 3.523 -0.270 -3.601
C 3.657 0.849 -2.789
C 2.710 1.064 -1.805
N 1.688 0.236 -1.595
H -1.001 -3.539 -0.814
H -2.167 -2.394 -1.436
H -3.227 -3.954 0.502
H -4.056 -3.715 2.836
H -3.076 -1.912 4.276
H -1.408 -0.380 3.264
H 2.285 -2.004 -3.998
H 4.248 -0.473 -4.379
H 4.476 1.543 -2.914
H 2.768 1.929 -1.154
Cl 2.087 1.544 1.594
C 3.192 0.676 2.657
C 4.057 1.465 3.398
C 4.993 0.841 4.205
C 5.060 -0.546 4.249
C 4.178 -1.305 3.500
C 3.207 -0.710 2.692
P 2.008 -1.699 1.709
C 1.232 -2.743 2.991
C 0.534 -3.875 2.563
C -0.157 -4.663 3.467
C -0.185 -4.320 4.813
C 0.483 -3.184 5.244
C 1.189 -2.400 4.340
C 3.176 -2.836 0.877
C 3.834 -2.316 -0.239
C 4.759 -3.077 -0.932
C 5.029 -4.378 -0.528
C 4.376 -4.904 0.577
C 3.457 -4.137 1.279
H 4.001 2.543 3.333
H 5.675 1.441 4.791
H 5.804 -1.034 4.864
H 4.234 -2.386 3.534
H 0.544 -4.148 1.513
H -0.679 -5.545 3.120
H -0.723 -4.936 5.520
H 0.467 -2.910 6.291
H 1.709 -1.521 4.697
H 3.625 -1.302 -0.561
H 5.264 -2.658 -1.793
H 5.742 -4.980 -1.074
H 4.584 -5.916 0.898
H 2.962 -4.561 2.144
O -0.247 2.308 -1.299
S -1.149 3.519 -1.264
C -2.218 3.461 -2.689
C -1.781 2.888 -3.872
C -2.649 2.849 -4.950
C -3.930 3.379 -4.835
C -4.352 3.945 -3.641
C -3.493 3.979 -2.551
C -0.103 4.869 -1.785
C 1.003 4.607 -2.580
C 1.816 5.664 -2.958
C 1.529 6.954 -2.529
C 0.426 7.198 -1.724
C -0.400 6.149 -1.344
H -0.788 2.463 -3.934
H -2.328 2.407 -5.884
H -4.602 3.349 -5.682
H -5.351 4.349 -3.553
H -3.818 4.388 -1.602
H 1.222 3.590 -2.880
H 2.681 5.481 -3.582
H 2.174 7.773 -2.817
H 0.213 8.202 -1.383
H -1.260 6.326 -0.709
C -6.056 -0.288 -1.095
N -5.514 -0.533 -2.420
C -6.331 0.096 -3.458
C -4.141 -0.426 -2.580
S -3.188 0.383 -1.459
N -3.641 -1.020 -3.675
C -2.267 -0.834 -4.110
C -4.368 -2.012 -4.454
H -7.092 -0.628 -1.093
H -6.024 0.773 -0.826
H -5.495 -0.850 -0.351
H -6.434 1.170 -3.258
H -7.322 -0.356 -3.469
H -5.885 -0.023 -4.439
H -1.825 0.006 -3.581
H -2.262 -0.643 -5.185
H -1.673 -1.726 -3.904
H -5.234 -2.365 -3.902
H -3.698 -2.850 -4.647
H -4.691 -1.609 -5.417
C 6.653 5.659 1.050
C 5.175 5.558 1.314
C 4.328 4.873 0.452
C 2.968 4.792 0.700
C 2.417 5.404 1.819
N 1.021 5.253 1.998
C 0.289 5.556 3.106
O 0.682 6.206 4.050
N -1.035 5.101 3.093
C -1.603 3.959 2.530
C -2.987 3.793 2.583
C -3.546 2.639 2.080
C -2.727 1.670 1.516
N -1.407 1.821 1.449
C -0.862 2.930 1.958
C 3.246 6.099 2.695
C 4.605 6.161 2.431
H 6.940 5.063 0.184
H 7.231 5.311 1.907
H 6.945 6.692 0.858
H 4.735 4.390 -0.429
H 2.326 4.245 0.017
H 0.527 4.878 1.204
H -1.565 5.549 3.826
H -3.608 4.561 3.028
H -4.615 2.482 2.113
H -3.141 0.768 1.092
H 0.213 2.985 1.939
H 2.832 6.579 3.566
H 5.241 6.703 3.121
*
```

Results of the Mulliken charge analysis, in e, for atoms 1 through 99: Cd 6.766; O -0.826; C -0.506; N 0.451; C -1.214; C 0.413; C -1.039; C -0.850; C -1.205; C -0.907; N 1.246; C -0.429; C -0.428; C -1.000; C -0.695; C -1.433; N 1.430; H 0.720; H -0.100; H 0.574; H 0.517; H 0.531; H 0.461; H 0.607; H 0.474; H 0.575; H 0.555; Cl 0.136; C 0.094; C -0.997; C -0.571; C -0.939; C -0.253; C -0.403; P 1.455; C 0.055; C -0.420; C -0.957; C -0.701; C -0.690; C -0.819; C 0.418; C -0.634; C -0.657; C -0.673; C -0.705; C -0.220; H 0.545; H 0.432; H 0.425; H 0.474; H 0.703; H 0.457; H 0.411; H 0.442; H 0.442; H 0.181; H 0.470; H 0.395; H 0.439; H 0.418; O -1.827; S 0.191; C 0.465; C -0.429; C -0.691; C -0.649; C -0.823; C -0.187; C 0.512; C 0.053; C -0.781; C -0.675; C -0.828; C -0.250; H 0.221; H 0.477; H 0.446; H 0.484; H 0.436; H 0.221; H 0.479; H 0.445; H 0.454; H 0.492; C -1.043; N 0.094; C -1.077; C -0.587; S 0.564; N 0.443; C -0.740; C -1.330; H 0.326; H 0.334; H 0.303; H 0.308; H 0.333; H 0.359